[1]
This record from OMol25 describes C43H47N3P as an isolated structure in a non-equilibrium geometry. The level of theory is ωB97M-V/def2-TZVPD.

Last column: Löwdin charge in e.
CARTESIAN COORDINATES (ANGSTROEM)
1 C -10.60084 6.92218 3.37144  -0.05
2 C -9.62840 5.77724 3.47314  -0.25
3 C -9.37038 4.87314 2.44441  0.00
4 C -8.42097 3.86027 2.59934  -0.18
5 C -8.24435 2.93601 1.41455  -0.06
6 C -7.72844 3.76532 3.84245  -0.16
7 N -7.10273 2.52013 4.15840  -0.21
8 P -5.58624 2.15518 4.90157  1.20
9 H -4.65109 1.90175 6.83304  0.05
10 N -5.29171 1.02349 3.63303  -0.21
11 C -4.14362 0.76794 2.82710  -0.15
12 C -2.93670 0.48600 3.51087  -0.20
13 C -2.80107 0.58015 4.99180  -0.07
14 C -1.88326 0.00057 2.76653  -0.02
15 C -2.04535 -0.27367 1.40668  -0.26
16 C -0.85409 -0.83403 0.67092  -0.05
17 C -3.27163 -0.08377 0.78708  0.00
18 C -4.32828 0.53891 1.44738  -0.19
19 C -5.47458 0.96079 0.58589  -0.04
20 C -6.51894 0.51473 3.26945  -0.15
21 C -7.53720 1.35425 3.57119  -0.15
22 C -7.93695 4.69305 4.86906  -0.20
23 C -7.32604 4.47008 6.20448  -0.08
24 C -8.92619 5.65993 4.66920  0.00
25 H -10.79194 7.33895 4.37048  0.08
26 H -10.23574 7.76310 2.76182  0.09
27 H -11.55714 6.60909 2.93911  0.08
28 H -9.95379 4.93629 1.52961  0.13
29 H -7.26551 2.43439 1.44532  0.03
30 H -9.01446 2.11018 1.39794  0.10
31 H -8.34168 3.48639 0.43082  0.11
32 H -1.81620 0.18482 5.28119  0.09
33 H -2.88939 1.59240 5.40902  0.08
34 H -3.52071 -0.05545 5.51482  0.07
35 H -0.93211 -0.23146 3.24272  0.12
36 H -0.93656 -0.69580 -0.42304  0.09
37 H 0.08168 -0.33344 0.99070  0.09
38 H -0.73445 -1.91911 0.86108  0.08
39 H -3.37008 -0.35063 -0.25813  0.12
40 H -5.09574 0.83374 -0.44142  0.09
41 H -6.31714 0.27153 0.69937  0.08
42 H -5.78122 2.01248 0.65809  0.08
43 H -6.56342 -0.28923 2.54661  0.13
44 H -8.47317 1.37378 2.99981  0.12
45 H -7.58137 5.27534 6.89296  0.09
46 H -7.79646 3.57700 6.61733  0.05
47 H -6.23399 4.31151 6.19119  0.06
48 H -9.21623 6.32630 5.48169  0.12
49 C -1.15532 -3.10802 4.35310  -0.09
50 C -0.14319 -3.01079 5.33143  -0.05
51 C -0.46121 -2.99519 6.69984  -0.03
52 C -1.81136 -3.04210 7.04504  -0.25
53 C -2.26551 -3.00907 8.50014  -0.10
54 N -3.04955 -1.80296 8.74717  -0.02
55 C -3.97536 -1.89929 9.94704  -0.06
56 C -3.47180 -1.29835 11.22716  -0.22
57 C -4.41374 -0.62266 12.01698  -0.05
58 C -4.02179 -0.01980 13.21747  -0.07
59 C -2.68238 -0.12216 13.64864  -0.07
60 C -1.75734 -0.84225 12.86988  -0.07
61 C -2.15700 -1.42691 11.67685  -0.04
62 C -2.96735 -0.66216 8.02594  -0.02
63 C -3.51739 0.59033 8.41261  -0.19
64 C -4.79147 1.11763 8.02363  -0.27
65 C -5.35828 2.12615 8.93936  -0.25
66 C -6.63847 2.67386 8.61582  -0.09
67 C -7.18336 3.63836 9.47483  -0.09
68 C -6.57092 3.89028 10.75970  -0.08
69 C -5.35186 3.26914 11.11896  -0.09
70 C -4.72075 2.49058 10.15892  -0.06
71 C -2.80779 -3.12106 6.06126  -0.05
72 C -2.50507 -3.12597 4.68590  -0.06
73 H -0.93685 -3.08335 3.28582  0.10
74 H 0.90439 -2.90347 5.05343  0.11
75 H 0.26789 -2.92769 7.51678  0.12
76 H -2.89814 -3.86644 8.80129  0.14
77 H -1.35877 -3.04450 9.14291  0.13
78 H -4.97024 -1.50495 9.63452  0.14
79 H -4.01841 -2.98331 10.13616  0.13
80 H -5.44013 -0.53894 11.62725  0.12
81 H -4.76789 0.52353 13.82804  0.12
82 H -2.40142 0.31421 14.61485  0.11
83 H -0.73976 -0.96500 13.22903  0.11
84 H -1.45264 -1.97596 11.08793  0.09
85 H -2.32041 -0.65432 7.11945  0.11
86 H -2.75618 1.18625 9.02692  0.14
87 H -5.64418 0.24183 7.68952  0.18
88 H -7.26401 2.31119 7.72496  0.11
89 H -8.15539 4.18908 9.23462  0.12
90 H -7.09286 4.55276 11.45534  0.10
91 H -4.83875 3.43049 12.10682  0.12
92 H -3.73376 2.09887 10.42439  0.09
93 H -3.83674 -3.25172 6.41761  0.12
94 H -3.29675 -3.16364 3.91969  0.12

Forces on the atoms, in the same order (eV/Å):
C -0.425 0.190 -0.071
C 0.188 0.329 0.240
C 0.227 0.225 0.575
C -0.253 0.292 0.166
C -0.137 -0.469 -0.913
C -1.443 -0.012 -0.025
N 1.104 -1.567 1.155
P 1.753 3.074 -2.367
H -1.032 -1.852 1.611
N -1.124 0.178 1.716
C 0.347 -1.146 0.825
C -0.503 -0.052 -0.661
C 0.298 -0.078 0.519
C -0.104 0.083 -0.531
C 0.604 -0.541 0.160
C 0.398 -0.156 -0.486
C 0.695 0.471 0.314
C 0.883 0.099 0.660
C 0.000 -0.419 -0.893
C -0.616 0.149 -1.150
C -0.637 -0.242 -1.955
C -0.750 0.050 -0.602
C -0.146 -0.026 0.219
C 0.481 -0.059 -0.070
H -0.044 -0.174 -0.303
H 0.095 -0.400 0.065
H 0.117 0.038 0.058
H 0.240 -0.005 -0.018
H -0.686 0.425 -0.128
H 0.626 0.932 -0.146
H 0.126 -0.463 1.203
H -0.161 0.265 -0.125
H -0.034 -0.111 -0.164
H -0.266 0.110 -0.183
H -0.152 0.143 -0.047
H -0.022 -0.100 0.522
H -0.522 -0.282 -0.122
H -0.057 0.482 -0.084
H -0.021 0.155 -0.038
H -0.447 0.131 0.255
H -0.128 0.491 -0.226
H 0.245 -0.492 0.293
H -0.126 -0.125 0.540
H 0.299 -0.520 1.155
H 0.258 0.076 -0.076
H 0.129 0.086 -0.081
H -0.417 0.209 0.045
H 0.360 -0.098 -0.086
C 0.329 0.570 -0.113
C -0.179 0.029 0.134
C -0.679 0.134 -0.384
C -0.442 -0.588 -0.025
C 0.859 -0.472 -0.785
N -0.457 2.668 -0.228
C 0.226 -0.443 -0.721
C -0.411 0.868 0.428
C 0.275 0.245 -0.178
C 0.154 -0.082 0.194
C -0.530 -0.281 -0.286
C -0.512 0.361 0.611
C -0.565 0.311 0.019
C 0.686 -1.820 0.953
C 0.151 0.385 1.167
C -0.371 -1.475 -2.327
C -1.492 0.940 0.866
C 0.033 -0.155 0.406
C -0.341 0.350 1.282
C -0.165 -0.396 -0.958
C -0.595 0.963 -0.183
C -0.202 -0.611 -0.575
C -0.162 -0.343 -0.317
C -0.067 -0.191 1.285
H 0.397 -0.090 0.304
H -0.279 -0.206 -0.160
H -0.022 -0.011 -0.646
H 0.369 0.343 -0.477
H -0.650 0.239 -0.152
H 0.844 -0.264 0.413
H -0.447 0.307 -0.309
H 0.499 0.078 0.406
H 0.583 -0.389 -0.434
H 0.011 -0.165 -0.537
H -0.114 0.049 -0.126
H 0.415 -0.216 -0.205
H -0.226 -0.969 0.794
H -1.195 -0.788 -1.046
H 2.403 2.494 0.826
H 1.465 0.420 1.488
H 1.453 -1.024 0.343
H 0.263 -0.193 -0.241
H -0.801 -0.043 -1.150
H -0.523 -0.063 -0.278
H 0.245 0.263 -0.321
H 0.547 -0.031 0.499

ΔE to the lowest compared entry with this formula, charge and spin: 95.5 kJ/mol
spin multiplicity: 1
charge: +1
HOMO-LUMO gap: 4.25 eV

=====

[2]
This record from OMol25 describes C43H48AgN6O4S as an isolated structure in a non-equilibrium geometry. The level of theory is ωB97M-V/def2-TZVPD.

Last column: Löwdin charge in e.
CARTESIAN COORDINATES (ANGSTROEM)
1 Ag -0.23336 0.15490 -0.24755  0.82
2 C -1.51617 5.78167 -3.23741  -0.09
3 C -2.58174 4.67661 -3.21355  -0.20
4 C -1.96854 3.32642 -3.00542  -0.14
5 C -1.64318 2.39460 -3.94541  -0.14
6 C -1.90307 2.44226 -5.42030  -0.20
7 C -3.19578 1.70465 -5.79246  -0.09
8 C -0.97991 1.30807 -3.23284  -0.23
9 C -0.42043 0.14479 -3.81088  0.06
10 C 0.42702 -0.79219 -3.24074  -0.14
11 C 0.76484 -2.09730 -3.72249  -0.13
12 C 0.22045 -2.68678 -4.98500  -0.20
13 C -1.19741 -3.24169 -4.79264  -0.08
14 C 1.58609 -2.70908 -2.80356  -0.11
15 C 1.82367 -1.80880 -1.71414  -0.15
16 C 2.45524 -2.09969 -0.51535  0.05
17 C 2.39131 -1.43199 0.72023  -0.23
18 N 1.66880 -0.33080 0.94049  0.06
19 C 1.79189 0.01615 2.23908  -0.22
20 C 1.18961 1.14278 2.78935  0.07
21 C 0.33344 2.08162 2.17748  -0.24
22 N 0.00250 2.12370 0.87441  0.07
23 C -0.89308 3.12195 0.70539  -0.23
24 C -1.53052 3.46022 -0.49574  0.07
25 C -1.50027 2.79773 -1.72779  -0.23
26 N -0.96185 1.57925 -1.92197  0.06
27 C -1.11055 3.80837 1.97693  -0.14
28 C -0.35243 3.15422 2.89576  -0.14
29 C -0.21950 3.45198 4.35831  -0.20
30 C 0.99704 4.33909 4.65181  -0.10
31 C -2.05650 4.94935 2.19465  -0.20
32 C -3.51462 4.47529 2.26732  -0.09
33 C 2.63593 -0.97030 2.92120  -0.13
34 C 3.01028 -1.87191 1.97599  -0.13
35 C 3.83539 -3.11094 2.12083  -0.19
36 C 5.23065 -2.96983 1.49836  -0.09
37 C 2.92381 -0.98993 4.38960  -0.20
38 C 1.72794 -1.54812 5.17613  -0.09
39 N 1.14710 -0.64239 -2.04903  -0.04
40 C 2.08333 -4.11887 -2.83446  -0.18
41 C 3.54310 -4.20983 -3.29532  -0.09
42 H -1.96638 6.76837 -3.37093  0.06
43 H -0.81419 5.60700 -4.05442  0.07
44 H -0.94822 5.77860 -2.30688  0.07
45 H -3.13889 4.69271 -4.15319  0.10
46 H -3.29794 4.88480 -2.41393  0.10
47 H -1.06096 1.99337 -5.95277  0.10
48 H -1.97216 3.48122 -5.75188  0.10
49 H -3.15216 0.66834 -5.45386  0.07
50 H -3.35761 1.71306 -6.87307  0.06
51 H -4.05206 2.17580 -5.30816  0.07
52 H -0.71260 -0.06306 -4.83479  0.10
53 H 0.88430 -3.48162 -5.33039  0.10
54 H 0.20792 -1.92194 -5.76601  0.11
55 H -1.19246 -4.02689 -4.03567  0.08
56 H -1.58542 -3.65528 -5.72590  0.07
57 H -1.86758 -2.45338 -4.44995  0.07
58 H 2.97041 -3.05134 -0.50376  0.10
59 H 1.38222 1.31089 3.84452  0.10
60 H -2.12003 4.37157 -0.47247  0.10
61 H -0.13029 2.51501 4.91268  0.10
62 H -1.12548 3.94731 4.71604  0.10
63 H 1.91175 3.85840 4.30238  0.07
64 H 1.08980 4.53849 5.72225  0.06
65 H 0.90369 5.29106 4.12670  0.07
66 H -1.94965 5.67378 1.38236  0.10
67 H -1.80080 5.46423 3.12397  0.10
68 H -3.79502 3.96911 1.34345  0.07
69 H -4.19746 5.31289 2.42956  0.06
70 H -3.63352 3.76092 3.08309  0.08
71 H 3.29591 -3.93125 1.63793  0.11
72 H 3.94115 -3.36684 3.17780  0.10
73 H 5.15832 -2.67912 0.45024  0.06
74 H 5.78195 -3.91095 1.56144  0.06
75 H 5.80445 -2.20124 2.01904  0.07
76 H 3.15018 0.02108 4.73894  0.10
77 H 3.80414 -1.60547 4.58809  0.10
78 H 0.83186 -0.96144 4.96951  0.07
79 H 1.91977 -1.53468 6.25183  0.06
80 H 1.52466 -2.57533 4.86880  0.07
81 H 1.45386 -4.70917 -3.50316  0.10
82 H 1.97946 -4.53929 -1.83175  0.11
83 H 3.64807 -3.82294 -4.31043  0.07
84 H 3.88837 -5.24539 -3.28042  0.07
85 H 4.18816 -3.62034 -2.64244  0.07
86 O 2.52389 0.77780 -1.16794  0.01
87 N 1.43273 0.65544 -1.64534  -0.08
88 O 0.48588 -4.02082 0.62267  0.03
89 C -0.39943 -3.24224 0.96731  -0.52
90 N -0.81943 -2.13823 0.31185  -0.09
91 S -2.09405 -1.45384 1.02077  0.59
92 O -3.25824 -1.49007 0.17238  -0.32
93 O -1.78596 -0.15215 1.58502  -0.35
94 C -2.24601 -2.61694 2.37191  -0.20
95 C -3.14040 -2.71359 3.41698  -0.04
96 C -2.95320 -3.74041 4.33546  -0.09
97 C -1.88546 -4.62419 4.20698  -0.09
98 C -0.99670 -4.51495 3.14463  -0.01
99 C -1.19994 -3.50386 2.22284  -0.14
100 H -3.95651 -2.00968 3.51997  0.12
101 H -3.65039 -3.85411 5.15627  0.10
102 H -1.75423 -5.41019 4.94090  0.10
103 H -0.16260 -5.19423 3.02363  0.12

Forces on the atoms, in the same order (eV/Å):
Ag -0.896 0.387 0.167
C -0.111 -0.044 -0.030
C 0.210 0.046 0.019
C -0.078 -0.016 -0.026
C 0.041 0.103 -0.076
C -0.119 -0.084 0.114
C 0.125 0.050 -0.044
C -0.154 0.174 0.338
C 0.145 -0.251 0.103
C -0.337 0.388 -0.168
C 0.328 -0.141 0.057
C -0.221 -0.042 0.139
C 0.140 0.017 -0.049
C -0.253 0.020 -0.247
C 0.409 0.020 0.370
C -0.119 -0.010 -0.274
C -0.126 0.296 0.233
N 0.272 -0.109 -0.338
C -0.119 0.195 0.125
C 0.107 -0.268 -0.052
C -0.038 0.332 -0.091
N 0.050 0.166 0.197
C 0.061 0.086 0.228
C 0.032 -0.169 -0.215
C -0.074 0.098 0.151
N 0.035 -0.282 -0.101
C -0.004 0.053 -0.127
C -0.023 -0.114 0.096
C 0.138 0.087 -0.152
C -0.117 -0.061 0.045
C -0.101 -0.200 0.035
C 0.109 0.076 -0.004
C 0.160 0.018 0.016
C -0.032 -0.037 0.003
C 0.079 0.123 -0.078
C -0.077 -0.061 0.088
C -0.219 -0.110 -0.023
C 0.128 0.056 -0.025
N -0.136 -0.684 -0.217
C 0.111 0.088 -0.027
C -0.113 -0.026 0.051
H 0.015 -0.005 0.008
H 0.018 0.018 0.009
H 0.022 0.025 -0.003
H -0.048 -0.024 0.022
H -0.043 -0.006 -0.031
H 0.007 0.045 -0.043
H 0.047 -0.001 -0.023
H -0.036 -0.007 -0.011
H -0.030 -0.023 0.013
H -0.016 -0.022 0.006
H 0.006 -0.074 0.007
H 0.019 0.018 -0.020
H 0.038 -0.012 -0.024
H -0.047 0.003 0.005
H -0.026 0.000 0.020
H -0.035 -0.028 0.016
H -0.061 -0.061 0.003
H -0.057 -0.044 0.023
H 0.010 0.034 0.017
H -0.052 0.016 0.054
H -0.008 -0.031 0.029
H 0.019 0.010 0.017
H 0.045 0.014 -0.017
H 0.019 0.011 0.007
H 0.008 0.066 0.047
H 0.036 0.064 -0.042
H -0.037 -0.023 0.014
H -0.009 -0.019 0.001
H -0.036 -0.005 -0.007
H 0.022 -0.060 0.069
H -0.066 -0.044 -0.005
H 0.031 0.010 -0.016
H 0.016 0.013 -0.024
H 0.000 0.021 -0.027
H 0.045 -0.006 0.008
H 0.044 0.058 0.002
H -0.023 -0.017 0.028
H -0.033 -0.008 -0.005
H -0.024 -0.003 0.012
H -0.016 -0.037 0.054
H -0.067 -0.057 -0.029
H 0.037 0.005 0.002
H 0.033 0.016 -0.012
H 0.027 0.002 -0.019
O 0.109 0.049 0.008
N 1.986 0.999 -1.025
O -0.024 0.193 0.015
C 0.154 -0.322 -0.024
N -0.403 -0.075 0.194
S -0.734 -0.656 0.360
O -0.045 -0.112 0.054
O -0.143 -0.174 0.283
C 0.307 0.003 -0.275
C -0.121 0.155 0.019
C -0.022 0.042 -0.029
C 0.018 -0.043 0.001
C -0.011 0.001 0.011
C -0.084 -0.054 0.085
H -0.009 -0.023 -0.007
H 0.031 0.014 0.029
H 0.000 0.006 0.002
H -0.014 -0.006 -0.041

ΔE to the lowest compared entry with this formula, charge and spin: 75.1 kJ/mol
spin multiplicity: 1
charge: -1
HOMO-LUMO gap (alpha / beta): 5.63 / 5.63 eV

=====

Number 1: molar mass 636.8 g mol⁻¹. Number 2: molar mass 852.8 g mol⁻¹.